Entry 1:
{"formula": "C6H35NO12", "method": "ωB97M-V with the def2-TZVPD basis set", "orbital_gap_ha": 0.3121, "e_lumo_ev": 0.2, "e_homo_ev": -8.27, "e_above_lowest_ev": 4.043, "symbols": ["O", "O", "O", "O", "O", "O", "O", "O", "O", "O", "O", "O", "N", "C", "C", "C", "C", "C", "C", "H", "H", "H", "H", "H", "H", "H", "H", "H", "H", "H", "H", "H", "H", "H", "H", "H", "H", "H", "H", "H", "H", "H", "H", "H", "H", "H", "H", "H", "H", "H", "H", "H", "H", "H"], "positions_angstrom": [[0.134, 1.543, 2.338], [-4.144, 0.456, 0.246], [1.080, 3.618, 1.113], [2.235, -3.452, -0.798], [3.193, 0.671, 0.671], [-2.211, 2.160, 1.157], [-0.063, -3.733, 2.367], [2.777, 2.323, 3.032], [0.607, -2.553, -2.693], [-1.732, -1.135, 1.042], [0.493, -1.039, 2.618], [2.431, -2.550, 1.893], [-1.766, -1.447, -1.753], [-0.497, 0.640, -1.653], [-0.240, 2.035, -2.137], [-2.272, 0.371, -3.330], [-1.440, -0.155, -2.179], [0.822, 2.610, -2.668], [0.411, 0.303, -0.474], [-0.359, -2.485, -2.536], [1.796, 3.319, 1.705], [2.706, -2.688, -1.121], [1.023, -0.555, -0.767], [2.692, 0.102, 0.087], [-2.926, 2.341, 0.553], [-0.857, -3.418, 2.808], [0.420, 2.451, 2.506], [1.011, 1.137, -0.152], [-2.227, 1.442, -3.445], [-3.333, 0.158, -3.155], [2.434, -3.109, 1.077], [-0.822, 1.537, 2.527], [-0.987, -1.305, 1.655], [0.017, -3.399, 1.466], [-3.785, -0.091, -0.470], [1.857, -3.019, 2.512], [1.608, -3.625, -1.530], [-0.214, 0.138, 0.391], [0.888, 3.676, -2.863], [2.329, 1.531, 3.343], [0.607, -0.060, 2.610], [-1.916, -0.189, 1.099], [1.221, 3.247, 0.236], [1.723, 2.074, -2.955], [0.703, -1.911, -3.382], [-1.456, 2.688, 0.897], [-2.709, -1.714, -2.016], [-1.607, -1.804, -0.811], [-4.416, -0.130, 0.962], [-1.125, 2.624, -1.899], [3.478, 0.082, 1.385], [-1.991, -0.232, -4.191], [3.094, 2.062, 2.151], [1.306, -1.540, 2.530]]}

---

Entry 2:
{"formula": "C6H35NO14", "method": "ωB97M-V with the def2-TZVPD basis set", "orbital_gap_ha": 0.3150, "e_lumo_ev": 0.1, "e_homo_ev": -8.52, "e_above_lowest_ev": 0.000, "symbols": ["O", "O", "O", "O", "O", "O", "O", "O", "O", "O", "O", "O", "O", "O", "N", "C", "C", "C", "C", "C", "C", "H", "H", "H", "H", "H", "H", "H", "H", "H", "H", "H", "H", "H", "H", "H", "H", "H", "H", "H", "H", "H", "H", "H", "H", "H", "H", "H", "H", "H", "H", "H", "H", "H", "H", "H"], "positions_angstrom": [[0.369, -1.643, -3.735], [-1.694, 2.617, 2.044], [-2.367, -2.169, 1.034], [-2.871, -0.950, -1.904], [-0.548, -2.373, -1.211], [-4.041, 1.487, 0.662], [3.812, 0.645, -0.225], [2.288, -0.094, -2.497], [-1.145, 0.820, 4.154], [2.236, -3.692, -0.835], [2.075, 4.019, 2.311], [3.083, -1.482, 1.472], [-0.810, -2.051, 3.778], [0.430, -2.082, 1.275], [0.369, 0.697, 0.534], [-0.177, 2.005, -1.230], [-0.400, 0.771, -0.608], [1.124, 1.823, 0.618], [-0.465, 2.312, -2.642], [0.827, 2.634, -0.438], [-0.644, 1.334, -3.522], [-0.468, 0.290, -3.301], [2.262, -3.106, -0.059], [2.133, -1.559, 1.669], [0.470, -0.215, 0.972], [1.315, 3.553, -0.725], [0.089, -2.134, 0.356], [-0.968, 1.520, -4.541], [1.178, 3.959, 1.946], [2.890, -4.362, -0.611], [-1.541, -2.346, 4.322], [-0.242, -3.229, -1.537], [-0.712, -1.093, 3.909], [-0.230, -1.722, -1.846], [2.626, 3.539, 1.688], [3.078, 0.042, -0.144], [0.099, -1.217, -4.553], [-1.541, 1.278, 3.388], [-1.239, 0.112, -0.770], [-3.128, -0.190, -2.439], [1.225, -1.208, -3.538], [2.000, 1.805, 1.230], [-2.537, 3.044, 1.903], [-3.697, -1.405, -1.709], [3.493, -0.756, 1.944], [-2.163, -1.862, 0.135], [-2.896, -2.940, 0.816], [1.568, 0.112, -1.886], [-0.220, -2.544, 1.824], [-1.405, 2.003, 1.365], [-4.782, 1.062, 1.113], [2.727, -0.862, -2.117], [-3.480, 0.705, 0.538], [-0.839, 3.321, -2.757], [4.666, 0.294, -0.469], [-1.182, 1.484, 4.849]]}

---

Entry 3:
{"formula": "C6H36N2O10", "method": "ωB97M-V with the def2-TZVPD basis set", "orbital_gap_ha": 0.3304, "e_lumo_ev": 0.2, "e_homo_ev": -8.84, "smiles": "CCCNCCCN.O.O.O.O.O.O.O.O.O.O", "e_above_lowest_ev": 3.443, "symbols": ["O", "O", "O", "O", "O", "O", "O", "O", "O", "O", "N", "N", "C", "C", "C", "C", "C", "C", "H", "H", "H", "H", "H", "H", "H", "H", "H", "H", "H", "H", "H", "H", "H", "H", "H", "H", "H", "H", "H", "H", "H", "H", "H", "H", "H", "H", "H", "H", "H", "H", "H", "H", "H", "H"], "positions_angstrom": [[-2.738, 2.587, 1.425], [1.557, -3.652, 0.150], [-0.972, -0.884, 3.739], [1.526, -1.609, 3.666], [-1.028, 1.727, 3.368], [3.322, -0.210, -2.279], [-2.391, 3.006, -1.073], [1.208, 0.887, -4.660], [0.914, -4.171, 2.770], [-1.296, -1.888, 1.344], [2.898, 2.833, -0.685], [0.097, -0.437, -0.972], [-1.948, -0.853, -2.420], [1.794, 2.888, 0.270], [-2.684, -1.736, -1.408], [0.672, 0.933, -1.031], [0.786, 1.706, 0.253], [-0.444, -0.916, -2.235], [-0.042, -4.079, 2.753], [0.089, -0.385, -3.043], [-0.941, -1.504, 2.203], [0.807, 1.070, 1.136], [-3.360, 3.021, 2.031], [-0.412, -0.095, 3.710], [1.677, 0.682, -1.380], [2.521, 2.940, -1.608], [-1.835, 2.234, -0.949], [-3.346, -2.448, -1.918], [-2.012, -2.485, -0.977], [-2.183, -1.241, -3.411], [1.405, -2.740, -0.157], [-0.175, 2.221, 0.403], [-3.329, -1.323, -0.636], [1.366, -2.583, 3.605], [2.371, -1.560, 3.214], [-3.154, 2.572, 0.547], [-1.645, 3.612, -1.166], [-0.143, -1.953, -2.430], [0.895, 0.439, -3.854], [2.045, -4.065, -0.590], [-2.230, -1.904, 1.139], [2.816, -0.867, -1.824], [-0.611, -0.488, -0.241], [1.188, -3.965, 1.844], [-2.325, 0.170, -2.473], [-1.211, 2.085, 4.222], [1.290, 3.843, 0.175], [-1.638, 2.102, 2.709], [-0.441, -1.274, 4.428], [0.151, 1.445, -1.855], [1.169, 1.833, -4.454], [2.254, 2.853, 1.257], [4.257, -0.376, -2.070], [3.459, 2.000, -0.559]]}

---

Entry 4:
{"formula": "C6H36O11", "method": "ωB97M-V with the def2-TZVPD basis set", "orbital_gap_ha": 0.3767, "e_lumo_ev": 0.1, "e_homo_ev": -10.12, "smiles": "CCC(C)CC.O.O.O.O.O.O.O.O.O.O.O", "e_above_lowest_ev": 0.248, "symbols": ["O", "O", "O", "O", "O", "O", "O", "O", "O", "O", "O", "C", "C", "C", "C", "C", "C", "H", "H", "H", "H", "H", "H", "H", "H", "H", "H", "H", "H", "H", "H", "H", "H", "H", "H", "H", "H", "H", "H", "H", "H", "H", "H", "H", "H", "H", "H", "H", "H", "H", "H", "H", "H"], "positions_angstrom": [[-1.713, 3.283, -1.642], [2.039, -1.112, -0.963], [-3.587, 0.373, -3.091], [4.045, 2.399, 0.319], [2.566, 1.504, -1.800], [-2.301, -2.395, 0.089], [-0.399, -1.626, -3.500], [0.159, -3.264, -0.449], [0.127, 1.391, -3.402], [1.424, 1.943, 0.746], [-2.414, 0.213, -0.647], [2.407, -1.184, 2.368], [1.016, -1.611, 2.807], [0.103, -0.420, 3.125], [-1.177, -0.442, 2.250], [-1.880, 0.936, 2.261], [-0.296, -0.421, 4.616], [-2.466, -0.758, -0.494], [3.956, 3.067, -0.357], [-2.639, 1.040, 3.011], [2.845, -0.612, -0.734], [0.648, -2.336, 2.058], [3.126, 2.200, 0.561], [-0.817, 1.344, -3.234], [-0.897, -2.414, -3.505], [-1.087, 1.650, 2.543], [-0.889, -1.303, 4.822], [2.706, -0.249, 2.845], [-2.003, 1.247, 1.237], [0.518, -2.423, -0.759], [2.343, -1.156, -1.879], [-1.882, 4.040, -2.197], [0.438, 0.537, -3.714], [-1.461, 0.311, -0.563], [0.818, 2.072, 0.010], [-2.144, 2.549, -2.090], [-0.832, 0.473, 4.912], [-1.783, -1.340, 2.260], [-0.645, -0.578, 1.299], [0.904, 1.461, 1.379], [2.600, -1.110, 1.298], [0.808, 0.389, 2.923], [-3.485, -0.014, -2.221], [1.948, 1.761, -2.496], [0.944, -2.353, 3.609], [2.033, 1.310, -1.028], [-4.110, 1.141, -2.849], [-0.934, -0.901, -3.809], [3.149, -1.949, 2.610], [0.870, -3.519, 0.153], [0.603, -0.277, 5.225], [-2.880, -2.472, 0.843], [-1.501, -2.964, 0.049]]}

---

Entry 5:
{"formula": "C6H38N12O13", "method": "ωB97M-V with the def2-TZVPD basis set", "orbital_gap_ha": 0.3515, "e_lumo_ev": 0.2, "e_homo_ev": -9.36, "e_above_lowest_ev": 0.000, "symbols": ["O", "O", "O", "O", "O", "O", "O", "O", "O", "O", "O", "O", "O", "N", "N", "N", "N", "N", "N", "N", "N", "N", "N", "N", "N", "C", "C", "C", "C", "C", "C", "H", "H", "H", "H", "H", "H", "H", "H", "H", "H", "H", "H", "H", "H", "H", "H", "H", "H", "H", "H", "H", "H", "H", "H", "H", "H", "H", "H", "H", "H", "H", "H", "H", "H", "H", "H", "H", "H"], "positions_angstrom": [[-0.466, -3.566, -0.219], [5.380, -0.368, -1.561], [-3.311, -1.234, 0.567], [0.903, -2.801, -2.683], [-1.773, 0.167, -4.095], [-2.594, 0.977, 2.652], [2.379, -1.836, 4.022], [-0.402, 3.523, -1.802], [0.632, 5.211, 0.511], [-0.081, -1.282, 2.762], [-2.192, -2.195, -1.916], [1.016, -0.467, 0.486], [-2.739, 2.195, -1.191], [3.362, -1.386, -1.599], [3.611, 0.580, -0.466], [0.257, 1.659, 0.308], [3.596, -0.220, 5.120], [-4.102, 2.125, 0.611], [3.081, -0.040, 2.917], [-0.360, 1.100, 3.238], [-0.543, 0.031, -1.079], [1.700, -4.874, -2.527], [-4.889, 2.964, -1.318], [-1.508, 2.954, 2.708], [0.345, -4.293, -4.267], [-1.564, 1.653, 2.863], [-3.850, 2.373, -0.675], [3.001, -0.769, 4.046], [0.272, 0.361, -0.074], [4.206, -0.381, -1.235], [0.893, -3.965, -3.098], [0.280, -1.146, 1.866], [0.435, -3.465, -0.542], [2.434, -4.568, -1.911], [-0.668, -2.725, 0.202], [2.358, -1.339, -1.545], [-2.111, -0.434, -3.422], [-1.752, -3.014, -1.647], [-5.651, 3.180, -0.703], [2.627, -0.349, 2.070], [-4.914, 3.095, -2.313], [-1.211, 0.716, -1.406], [-2.274, 3.417, 2.249], [0.232, 1.906, 1.283], [1.588, 5.300, 0.548], [0.456, 4.850, -0.368], [4.263, 1.123, 0.070], [0.705, -1.409, 3.316], [3.787, -2.185, -2.033], [-0.071, 3.023, -2.555], [-2.837, -1.252, -0.276], [-0.817, 0.093, -4.024], [-0.712, 3.419, 3.106], [-2.994, -2.486, -2.363], [-0.572, -0.873, -1.527], [0.620, -5.187, -4.641], [-2.884, -0.538, 1.079], [-5.079, 2.136, 0.843], [-3.442, 1.840, 1.334], [3.818, 0.758, 5.134], [-0.283, 2.190, -0.366], [0.430, 1.673, 3.467], [-1.327, 3.251, -1.721], [2.647, 0.369, -0.258], [3.786, 0.676, 2.873], [1.946, -5.694, -3.059], [3.598, -0.850, 5.905], [-0.299, 0.100, 3.094], [-0.370, -3.795, -4.763]]}

---

Entry 6:
{"formula": "C6H39NO13", "method": "ωB97M-V with the def2-TZVPD basis set", "orbital_gap_ha": 0.3113, "e_lumo_ev": 0.1, "e_homo_ev": -8.36, "e_above_lowest_ev": 3.988, "symbols": ["O", "O", "O", "O", "O", "O", "O", "O", "O", "O", "O", "O", "O", "N", "C", "C", "C", "C", "C", "C", "H", "H", "H", "H", "H", "H", "H", "H", "H", "H", "H", "H", "H", "H", "H", "H", "H", "H", "H", "H", "H", "H", "H", "H", "H", "H", "H", "H", "H", "H", "H", "H", "H", "H", "H", "H", "H", "H", "H"], "positions_angstrom": [[3.253, -1.464, -0.069], [-0.572, 2.971, -0.547], [3.120, 2.313, 1.563], [0.003, 0.237, 3.548], [2.697, -0.126, 2.347], [-3.769, -0.116, 1.598], [-2.706, 2.381, 2.258], [1.765, -1.349, -3.519], [-1.885, 1.063, -2.003], [-0.002, 3.367, 2.085], [2.148, 2.841, -0.881], [1.911, 1.470, -3.308], [1.930, -3.568, -1.118], [-0.465, -1.721, -1.037], [-2.476, -0.272, -1.784], [-2.044, -3.018, 0.508], [0.316, -0.626, -0.545], [-0.337, 0.200, 0.621], [-0.620, -2.765, 0.002], [-1.521, -1.425, -1.998], [-0.819, 2.134, -0.992], [-0.403, 0.167, 4.418], [1.659, -0.508, -3.040], [-1.092, -1.338, -3.008], [2.504, 2.636, 0.026], [-1.115, 0.917, -2.572], [1.987, -4.368, -1.664], [1.350, 2.246, -3.385], [1.285, -0.966, -0.111], [-2.112, -2.350, -2.002], [-1.350, 0.492, 0.353], [0.710, 0.120, -1.256], [-0.100, -2.467, 0.919], [-0.163, -3.614, -0.500], [-2.617, -3.496, -0.304], [-0.798, 3.784, -1.000], [0.688, 3.162, 2.729], [0.872, -1.690, -3.416], [1.983, -0.391, 2.936], [2.420, 2.265, 2.214], [3.838, -1.675, 0.674], [-0.388, 1.017, 3.130], [2.560, -0.497, 1.462], [1.195, 2.690, -0.659], [1.358, -3.102, -1.761], [-2.146, -3.684, 1.362], [-2.478, 2.680, 1.369], [0.484, 3.189, 1.267], [-2.232, 2.981, 2.840], [0.323, 1.030, 0.871], [-3.244, -0.384, -2.561], [2.390, 1.562, -2.469], [-4.548, 0.076, 2.131], [-0.446, -0.474, 1.474], [3.417, 1.381, 1.549], [3.026, -2.388, -0.307], [-2.561, -2.073, 0.688], [-2.922, -0.164, -0.802], [-3.264, 0.711, 1.679]]}